{
  "formula": "C4H6ClNO",
  "method": "ωB97M-V/def2-TZVPD",
  "species": ["C", "C", "C", "O", "Cl", "C", "N", "H", "H", "H", "H", "H", "H"],
  "coordinates": [[-0.1560, 1.6979, 0.5544], [0.6774, 0.5165, -0.0068], [-0.2078, -0.7907, -0.2639], [-0.9290, -1.2315, 0.8198], [-1.4093, -0.3040, -1.4958], [0.6406, -1.8645, -0.7987], [1.1744, -2.7851, -1.1953], [-0.7682, 1.0968, 1.1017], [0.6440, 2.2297, 1.0525], [-0.7224, 2.2471, -0.0840], [1.4030, 0.7757, -0.8954], [1.2852, 0.1691, 0.8293], [-1.6320, -1.7570, 0.3822]],
  "atomic_forces_ev_per_a": [[3.938, -2.034, -0.397], [0.505, -0.746, -1.146], [1.267, 2.143, -0.946], [-0.275, -0.270, 0.000], [-0.314, -0.085, -0.902], [-1.061, 0.786, 0.226], [0.958, -1.103, -0.502], [-2.063, -0.497, 2.772], [-0.714, 0.698, 0.658], [-1.226, 1.640, -2.179], [-1.657, -0.838, 1.522], [0.420, 0.192, -0.023], [0.223, 0.114, 0.916]],
  "smiles": "CC[C@@](O)(Cl)C#N",
  "charge": 0,
  "de_lowest_ev": 2.055,
  "lumo_ev": 0.631,
  "total_energy_ev": -20303.8227
}

=====

{
  "formula": "C9H13MnN5O4",
  "method": "ωB97M-V/def2-TZVPD",
  "species": ["Mn", "N", "C", "C", "O", "O", "H", "H", "H", "H", "N", "C", "N", "C", "N", "O", "C", "O", "C", "N", "C", "C", "C", "H", "H", "H", "H", "H", "H", "H", "H", "H"],
  "coordinates": [[1.7516, 1.8346, -1.0898], [0.7567, 3.4591, -0.3836], [1.3108, 3.8243, 0.9484], [2.5923, 3.0387, 1.2669], [3.1877, 3.2921, 2.2885], [2.9131, 2.1289, 0.3925], [0.8543, 4.2274, -1.0406], [-0.2370, 3.2622, -0.3306], [0.5828, 3.5943, 1.7242], [1.5274, 4.8893, 1.0080], [0.8229, 1.6727, -2.8496], [0.1176, 0.9763, -3.4698], [-0.6529, 0.2213, -4.1610], [-1.4007, -0.6115, -3.4521], [-2.0581, -1.3504, -2.8467], [-0.9045, 0.5592, 0.1487], [-0.0176, -0.3268, -0.2256], [1.0808, -0.0072, -0.6608], [-0.4725, -1.7647, -0.1479], [-1.8368, -1.7810, 0.4044], [-1.7749, -2.4985, 1.6926], [-0.6054, -3.4666, 1.5492], [0.4159, -2.6359, 0.7679], [-0.4831, -2.1182, -1.1781], [-2.4567, -2.2426, -0.2498], [-1.6927, -0.0198, 0.3942], [-2.7305, -2.9728, 1.9066], [-1.5714, -1.7794, 2.4908], [-0.9136, -4.3361, 0.9645], [-0.2206, -3.8177, 2.5056], [1.1108, -3.2401, 0.1903], [1.0045, -2.0113, 1.4424]],
  "atomic_forces_ev_per_a": [[-0.166, 0.056, 0.020], [-0.001, -0.107, 0.052], [0.002, -0.040, -0.013], [-0.012, 0.015, -0.017], [0.002, 0.021, -0.028], [0.022, -0.092, -0.012], [0.001, -0.003, -0.010], [-0.001, -0.015, -0.012], [-0.007, -0.011, -0.007], [0.001, -0.004, 0.013], [0.058, -0.006, -0.141], [-0.011, -0.033, 0.109], [-0.070, -0.001, 0.045], [0.026, 0.046, -0.030], [-0.005, -0.029, 0.005], [0.054, -0.038, 0.076], [-0.204, 0.080, -0.217], [0.299, 0.156, 0.178], [-0.007, 0.004, 0.019], [0.062, -0.060, 0.070], [0.011, 0.006, -0.028], [0.008, -0.003, 0.005], [-0.021, 0.003, 0.013], [0.017, -0.048, 0.003], [-0.037, 0.119, -0.058], [-0.024, -0.011, -0.051], [0.004, -0.009, -0.007], [-0.010, -0.004, 0.010], [-0.001, 0.000, 0.001], [0.007, -0.003, -0.001], [0.014, 0.012, 0.003], [-0.011, 0.000, 0.011]],
  "spin_multiplicity": 2,
  "charge": 0,
  "de_lowest_ev": 0.000,
  "lumo_ev": [-0.008, 0.136],
  "total_energy_ev": -56504.5879
}

=====

{
  "formula": "C22H45CoN2P3Se2",
  "method": "ωB97M-V/def2-TZVPD",
  "species": ["Co", "P", "P", "P", "H", "C", "C", "H", "C", "C", "C", "C", "C", "C", "C", "C", "C", "H", "H", "H", "H", "H", "H", "H", "H", "H", "H", "H", "H", "H", "H", "H", "H", "H", "H", "H", "H", "H", "H", "H", "H", "H", "H", "H", "H", "H", "C", "C", "C", "C", "C", "C", "Se", "H", "H", "H", "H", "H", "H", "C", "N", "C", "C", "N", "C", "C", "Se", "H", "H", "H", "H", "H", "H", "H", "H"],
  "coordinates": [[0.8788, -0.6239, 0.2313], [0.9979, -2.6052, 1.1817], [0.6969, 1.1747, 1.5994], [0.7985, -1.2299, -1.9150], [-1.4485, 3.3619, -2.5574], [-2.0986, 2.5310, -2.2553], [-3.2396, 2.9507, -1.3759], [-2.9211, 3.6326, -0.5827], [2.5703, -3.5251, 0.9661], [0.8855, -2.5214, 3.0007], [-0.2458, -3.8619, 0.7142], [-0.3575, 2.4862, 0.9066], [-0.1270, 0.7888, 3.1784], [2.1719, 2.0886, 2.1972], [0.7937, 0.1707, -3.0828], [-0.5944, -2.2504, -2.5349], [2.2371, -2.2014, -2.4986], [-2.4268, 1.9931, -3.1530], [-4.0396, 3.4161, -1.9607], [2.5504, -4.3929, 1.6395], [3.4268, -2.8884, 1.2237], [2.6883, -3.8720, -0.0662], [1.0391, -3.5325, 3.4025], [-0.0970, -2.1515, 3.3189], [1.6665, -1.8574, 3.3926], [-0.2268, -4.6642, 1.4652], [-0.0059, -4.2825, -0.2704], [-1.2507, -3.4183, 0.6771], [-0.3724, 3.3382, 1.6001], [-1.3806, 2.1121, 0.7731], [0.0255, 2.8139, -0.0670], [-0.2135, 1.7200, 3.7539], [0.4584, 0.0619, 3.7531], [-1.1300, 0.3865, 2.9924], [1.8315, 2.8616, 2.8995], [2.7164, 2.5665, 1.3768], [2.8587, 1.4099, 2.7167], [0.7085, -0.2281, -4.1030], [1.7215, 0.7474, -2.9892], [-0.0574, 0.8323, -2.8811], [-0.4667, -2.3740, -3.6193], [-1.5526, -1.7526, -2.3371], [-0.6056, -3.2367, -2.0580], [2.0904, -2.4025, -3.5686], [2.3128, -3.1532, -1.9615], [3.1676, -1.6354, -2.3630], [3.4862, 1.0135, -1.1234], [2.9449, 2.2939, -1.2777], [3.3421, 3.0892, -2.3598], [4.3081, 2.6216, -3.2581], [4.8991, 1.3662, -3.0607], [4.5082, 0.5719, -1.9788], [2.8421, -0.2651, 0.2762], [-1.3491, 1.7034, -1.6103], [2.2018, 2.6613, -0.5687], [2.8977, 4.0780, -2.4914], [4.6081, 3.2402, -4.1058], [5.6668, 1.0043, -3.7462], [4.9863, -0.3912, -1.7931], [-4.3764, 0.8698, -0.5496], [-4.2104, 0.4934, 0.8073], [-5.1268, 0.7358, 1.8247], [-4.6829, 0.0797, 2.9239], [-3.4942, -0.5483, 2.5797], [-2.8133, -1.5104, 3.4297], [-3.1455, -0.2242, 1.2978], [-1.6741, -0.7464, 0.2498], [-3.9524, 0.0987, -1.2033], [-3.7779, 1.9512, -0.7904], [-5.4451, 1.0241, -0.7300], [-6.0144, 1.3152, 1.6457], [-5.1094, -0.0235, 3.9072], [-2.1918, -1.0031, 4.1784], [-3.5669, -2.1107, 3.9550], [-2.1957, -2.1717, 2.8116]],
  "atomic_forces_ev_per_a": [[-4.950, 0.430, -0.111], [0.592, -1.454, 0.860], [-0.024, 0.974, 1.216], [0.453, -0.484, -1.587], [-0.176, -0.139, 0.152], [1.867, -2.756, 1.572], [0.940, 2.072, -0.931], [-0.207, -0.209, 0.161], [-0.113, 0.019, 0.132], [-0.096, -0.238, 0.047], [0.000, 0.011, 0.143], [-0.034, 0.077, -0.141], [-0.107, -0.046, 0.078], [-0.093, -0.063, -0.014], [-0.061, 0.137, 0.076], [-0.114, 0.094, 0.237], [-0.083, 0.015, 0.032], [0.098, 0.138, 0.203], [-0.115, -0.259, 0.298], [0.093, 0.161, -0.230], [-0.206, -0.241, -0.012], [-0.018, 0.051, 0.273], [-0.054, 0.292, 0.052], [0.318, -0.101, -0.054], [-0.141, -0.189, -0.067], [-0.057, 0.113, -0.285], [-0.060, 0.044, 0.288], [0.221, -0.251, 0.022], [0.042, -0.190, -0.152], [0.233, 0.133, 0.006], [-0.153, -0.018, 0.210], [0.026, -0.208, -0.082], [-0.154, 0.242, -0.113], [0.380, 0.170, 0.060], [0.076, -0.167, -0.168], [-0.098, -0.091, 0.214], [-0.168, 0.134, -0.049], [0.037, 0.103, 0.235], [-0.236, -0.153, -0.069], [0.232, -0.167, -0.133], [-0.051, 0.016, 0.294], [0.220, -0.170, -0.207], [0.001, 0.213, -0.159], [0.102, 0.002, 0.256], [-0.033, 0.198, -0.193], [-0.308, -0.182, -0.071], [0.095, 0.031, 0.208], [-0.191, -0.143, -0.154], [0.086, -0.172, 0.225], [-0.076, -0.210, 0.145], [-0.173, 0.174, 0.177], [-0.250, -0.164, 0.236], [5.310, 1.318, -1.331], [-1.999, 2.290, -1.780], [0.158, -0.019, -0.390], [0.188, -0.309, 0.049], [-0.081, -0.203, 0.280], [-0.194, 0.126, 0.251], [-0.058, 0.230, -0.176], [-1.072, -1.211, -0.139], [0.281, -0.224, 1.097], [0.847, -0.172, -1.307], [1.261, -0.862, -0.071], [-0.486, 0.715, 0.092], [0.234, -0.351, 0.584], [-1.010, -0.020, 0.346], [-0.771, 0.301, -0.146], [-0.133, 0.441, 0.067], [-0.030, 0.006, -0.191], [0.383, 0.157, -0.172], [-0.093, 0.037, 0.036], [-0.056, -0.041, 0.010], [-0.175, -0.135, -0.187], [0.224, 0.139, -0.209], [-0.239, 0.207, 0.163]],
  "spin_multiplicity": 5,
  "charge": 3,
  "de_lowest_ev": 2.599,
  "lumo_ev": [-9.895, -12.301],
  "total_energy_ev": -222681.3532
}

=====

{
  "formula": "C3H3N2",
  "method": "ωB97M-V/def2-TZVPD",
  "species": ["C", "C", "C", "N", "N", "H", "H", "H"],
  "coordinates": [[-0.6438, 1.4787, 0.1575], [0.5530, 1.0227, 0.6908], [0.2240, -0.9205, -0.3419], [-1.2082, 0.4855, -0.2464], [1.0570, -0.1040, 0.2012], [0.0876, -2.0290, -0.5483], [-2.1844, 0.2981, -0.4388], [2.1148, -0.2316, 0.5260]],
  "atomic_forces_ev_per_a": [[0.637, 1.058, 2.420], [1.212, 3.538, -0.544], [-2.849, -0.135, -0.423], [-0.560, -3.140, -1.729], [3.195, -2.128, 1.721], [0.992, 1.567, 0.206], [-0.024, -0.341, -0.537], [-2.604, -0.421, -1.115]],
  "spin_multiplicity": 3,
  "charge": 1,
  "de_lowest_ev": 3.622,
  "lumo_ev": [-5.619, -7.569],
  "total_energy_ev": -6123.5649
}

=====

Please write out number 1 again, unchanged.
{
  "formula": "C4H6ClNO",
  "method": "ωB97M-V/def2-TZVPD",
  "species": ["C", "C", "C", "O", "Cl", "C", "N", "H", "H", "H", "H", "H", "H"],
  "coordinates": [[-0.1560, 1.6979, 0.5544], [0.6774, 0.5165, -0.0068], [-0.2078, -0.7907, -0.2639], [-0.9290, -1.2315, 0.8198], [-1.4093, -0.3040, -1.4958], [0.6406, -1.8645, -0.7987], [1.1744, -2.7851, -1.1953], [-0.7682, 1.0968, 1.1017], [0.6440, 2.2297, 1.0525], [-0.7224, 2.2471, -0.0840], [1.4030, 0.7757, -0.8954], [1.2852, 0.1691, 0.8293], [-1.6320, -1.7570, 0.3822]],
  "atomic_forces_ev_per_a": [[3.938, -2.034, -0.397], [0.505, -0.746, -1.146], [1.267, 2.143, -0.946], [-0.275, -0.270, 0.000], [-0.314, -0.085, -0.902], [-1.061, 0.786, 0.226], [0.958, -1.103, -0.502], [-2.063, -0.497, 2.772], [-0.714, 0.698, 0.658], [-1.226, 1.640, -2.179], [-1.657, -0.838, 1.522], [0.420, 0.192, -0.023], [0.223, 0.114, 0.916]],
  "smiles": "CC[C@@](O)(Cl)C#N",
  "charge": 0,
  "de_lowest_ev": 2.055,
  "lumo_ev": 0.631,
  "total_energy_ev": -20303.8227
}